# 1
Entry from OMol25: an isolated ion of composition C6H15N2 and charge +1 at a distorted geometry (ωB97M-V with the def2-TZVPD basis set).

Each line ends with the Mulliken charge.
Positions of all 23 atoms, in Å:
C (2.85, -0.40, 1.85)  -1.1336
C (2.31, 0.03, 0.50)  -0.2555
C (1.16, -0.82, -0.03)  -0.5621
C (-0.13, -0.70, 0.78)  -0.6424
C (-0.93, 0.52, 0.34)  -0.5907
N (-1.68, 0.16, -0.86)  -0.2055
C (-2.53, 1.07, -1.51)  0.1609
N (-3.42, 0.58, -2.45)  -0.3481
H (3.53, 0.37, 2.22)  0.3571
H (3.39, -1.33, 1.85)  0.3238
H (1.97, -0.48, 2.60)  0.2432
H (3.12, 0.30, -0.23)  0.3623
H (1.87, 1.09, 0.79)  0.1068
H (0.96, -0.47, -1.06)  0.2822
H (1.37, -1.92, -0.11)  0.3667
H (0.19, -0.66, 1.85)  0.2268
H (-0.77, -1.62, 0.61)  0.2962
H (-1.64, 0.95, 1.09)  0.4421
H (-0.01, 1.29, 0.02)  0.3043
H (-1.66, -0.98, -1.13)  0.3765
H (-2.60, 2.12, -1.23)  0.3855
H (-3.35, -0.32, -2.92)  0.2396
H (-4.01, 1.21, -2.99)  0.2640

Computed properties:
* SMILES: CCCCCNC=[NH2+]
* charge: +1
* calculated total energy: -346.831086 a.u.
* frontier orbital gap: 9.77 eV

# 2
Entry from OMol25: a 2-piece molecular cluster, C4H12 overall at a distorted geometry (ωB97M-V with the def2-TZVPD basis set).

Each line ends with the Mulliken charge.
Positions of all 16 atoms, in Å:
C (-0.75, 2.81, -0.50)  -1.7805
C (-1.18, 1.45, 0.06)  -0.4162
H (-0.09, 3.36, 0.17)  0.5698
H (-0.10, 2.59, -1.35)  0.4785
H (-1.63, 3.39, -0.78)  0.4742
H (-0.31, 0.81, 0.23)  -0.7200
H (-1.72, 1.37, 1.01)  0.7195
H (-1.81, 0.92, -0.66)  0.5637
C (1.21, -1.83, 0.87)  -3.2157
C (0.69, -2.44, -0.43)  -1.4594
H (1.64, -0.82, 0.81)  0.6427
H (0.40, -1.65, 1.59)  0.5056
H (2.07, -2.27, 1.37)  1.3652
H (0.40, -3.48, -0.27)  0.5417
H (1.49, -2.38, -1.16)  0.5591
H (-0.19, -1.93, -0.79)  0.1718

Computed properties:
* 2S+1: 2
* charge: -1
* calculated total energy: -159.518446 a.u.
* expectation value of S²: 0.750
* frontier orbital gap (alpha / beta): 2.75 / 11.96 eV

# 3
Entry from OMol25: the molecule C7H9NO at a distorted geometry (ωB97M-V with the def2-TZVPD basis set).

Each line ends with the Mulliken charge.
Positions of all 18 atoms, in Å:
C (1.21, -1.36, -0.58)  0.3170
C (-0.12, -1.26, -1.62)  -0.5245
C (-0.96, -0.16, -1.06)  -0.7183
C (-0.72, -0.24, 0.53)  -0.0110
C (-0.85, 1.19, 1.00)  -0.5719
C (1.36, 0.34, 1.26)  -0.3609
C (0.70, -0.51, 0.49)  0.0911
H (-0.79, -2.19, -1.51)  0.2674
H (0.29, -1.03, -2.72)  0.2963
H (-1.94, -0.26, -1.61)  0.3022
H (-0.45, 0.87, -1.25)  0.2259
H (-1.35, -0.99, 0.92)  0.4731
H (-0.81, 1.79, -0.04)  0.1767
H (-1.59, 1.51, 1.84)  0.2449
H (0.87, 2.18, 1.98)  0.1625
H (2.41, 0.53, 1.58)  0.4141
N (0.49, 1.35, 1.72)  -0.2494
O (2.24, -1.77, -0.91)  -0.5352

Computed properties:
* SMILES: O=C1CC[C@@H]2CNC=C12
* calculated total energy: -402.018973 a.u.
* frontier orbital gap: 9.05 eV

# 4
Entry from OMol25: C38H30MnN5O3 as an isolated structure (ωB97M-V with the def2-TZVPD basis set).

Each line ends with the Mulliken charge.
Positions of all 77 atoms, in Å:
Mn (-0.75, 0.15, -0.08)  0.1893
O (3.17, 2.53, 0.12)  -0.4173
C (3.60, 1.90, 1.25)  1.2074
C (4.86, 2.14, 1.77)  -1.0210
C (5.28, 1.50, 2.93)  -0.5324
C (4.43, 0.62, 3.58)  -1.1113
C (3.17, 0.38, 3.07)  -0.6857
C (2.74, 1.01, 1.90)  -0.3599
C (1.40, 0.61, 1.41)  2.0939
O (0.90, 1.23, 0.12)  -0.6746
N (0.39, 0.48, 2.39)  -1.6731
N (-0.71, 0.19, 1.83)  2.2672
C (-1.74, -0.07, 2.73)  -1.4642
C (-2.99, -0.43, 2.37)  1.7971
C (-3.96, -0.71, 3.42)  -1.5664
C (-5.22, -1.06, 3.13)  -0.7083
C (-5.64, -1.16, 1.75)  -0.5218
C (-4.80, -0.91, 0.72)  -0.8902
C (-3.43, -0.54, 0.96)  0.8558
O (-2.68, -0.31, -0.01)  -0.3559
H (3.87, 3.13, -0.18)  0.3614
H (5.52, 2.84, 1.27)  0.3748
H (6.27, 1.70, 3.32)  0.4267
H (4.75, 0.12, 4.49)  0.4339
H (2.51, -0.30, 3.58)  0.4144
H (-1.45, 0.02, 3.78)  0.4578
H (-3.62, -0.63, 4.45)  0.4788
H (-5.94, -1.26, 3.91)  0.4765
H (-6.66, -1.44, 1.54)  0.4716
H (-5.12, -0.99, -0.31)  0.5778
C (-2.20, 2.88, 1.69)  -1.2829
C (-1.76, 3.18, 0.29)  1.0604
C (-1.74, 4.51, -0.12)  -0.9391
C (-1.36, 4.84, -1.41)  -0.9192
C (-1.04, 3.80, -2.27)  -1.0751
C (-1.09, 2.51, -1.81)  0.8877
N (-1.41, 2.18, -0.54)  0.2929
C (-0.83, 1.36, -2.70)  0.3534
C (-0.75, 1.43, -4.09)  -0.9433
C (-0.59, 0.25, -4.80)  -1.3317
C (-0.55, -0.96, -4.13)  -0.9376
C (-0.64, -0.95, -2.75)  0.8201
N (-0.75, 0.19, -2.07)  1.4089
C (-0.63, -2.15, -1.89)  0.4192
C (-0.64, -3.42, -2.44)  -0.8420
C (-0.62, -4.52, -1.59)  -1.1348
C (-0.56, -4.28, -0.23)  -0.9038
C (-0.54, -2.98, 0.26)  0.4938
C (-0.40, -2.80, 1.74)  -1.3413
N (-0.63, -1.92, -0.56)  0.6432
H (-2.69, 3.75, 2.12)  0.5991
H (-1.35, 2.64, 2.33)  0.2338
H (-2.91, 2.06, 1.70)  0.0494
H (-2.02, 5.28, 0.58)  0.5054
H (-1.32, 5.87, -1.73)  0.4766
H (-0.76, 4.01, -3.29)  0.4322
H (-0.83, 2.37, -4.60)  0.5223
H (-0.52, 0.28, -5.88)  0.4901
H (-0.45, -1.88, -4.69)  0.5343
H (-0.66, -3.56, -3.51)  0.5200
H (-0.63, -5.52, -1.98)  0.4907
H (-0.50, -5.11, 0.47)  0.5782
H (-0.07, -3.73, 2.19)  0.6326
H (-1.35, -2.53, 2.21)  0.1588
H (0.34, -2.03, 1.97)  0.0853
C (1.19, -0.13, 0.14)  1.4075
C (2.16, -0.74, -0.78)  -0.7119
C (2.66, -2.01, -0.50)  -0.3639
C (3.54, -2.60, -1.39)  -0.9286
C (3.92, -1.93, -2.55)  -0.6333
C (3.43, -0.66, -2.81)  -1.0549
C (2.55, -0.06, -1.93)  -0.0756
H (2.38, -2.52, 0.41)  0.4330
H (3.94, -3.58, -1.18)  0.4848
H (4.62, -2.39, -3.23)  0.4585
H (3.75, -0.13, -3.70)  0.5116
H (2.18, 0.95, -2.11)  0.5328

Computed properties:
* charge: +2
* calculated total energy: -3116.035410 a.u.
* frontier orbital gap (alpha / beta): 5.70 / 5.70 eV

# 5
Entry from OMol25: a 2-piece molecular cluster, C9H16N3 overall at a distorted geometry (ωB97M-V with the def2-TZVPD basis set).

Each line ends with the Mulliken charge.
Positions of all 28 atoms, in Å:
C (-2.87, -0.97, 0.01)  -1.5523
C (-1.50, 2.44, 0.74)  -0.5121
C (-2.41, 1.38, 0.68)  -0.4013
C (-0.49, 2.50, -0.16)  -0.4896
C (-2.17, 0.35, -0.17)  0.9134
C (-0.27, 1.51, -1.16)  -0.7152
C (-1.07, 0.39, -1.09)  -0.6937
H (-1.67, 3.14, 1.58)  0.3848
H (-3.07, 1.35, 1.54)  0.3429
H (0.09, 3.44, -0.15)  0.3740
H (0.47, 1.54, -1.92)  0.6851
H (-3.93, -0.75, 0.33)  0.4479
H (-2.53, -1.36, 0.95)  0.3635
H (-1.05, -0.45, -1.79)  0.5022
H (-2.84, -1.59, -0.87)  0.3547
C (1.65, -2.82, 0.46)  -0.9016
C (2.12, -0.48, -0.04)  0.4695
N (1.24, -1.52, -0.11)  -0.0066
N (2.81, 0.01, 0.97)  -0.3508
N (2.14, 0.36, -1.10)  -0.5033
H (0.25, -1.25, -0.11)  0.1924
H (2.50, -0.04, 1.94)  0.2330
H (3.50, 0.74, 0.82)  0.2654
H (2.19, 1.38, -1.08)  0.3064
H (1.86, 0.11, -2.03)  0.2660
H (1.54, -2.79, 1.55)  0.3555
H (2.59, -3.04, -0.03)  0.3479
H (0.90, -3.58, 0.23)  0.3221

Computed properties:
* charge: +1
* calculated total energy: -516.535814 a.u.
* frontier orbital gap: 8.74 eV

# 6
Entry from OMol25: the molecule C4H9N5O6 at a distorted geometry (ωB97M-V with the def2-TZVPD basis set).

Each line ends with the Mulliken charge.
Positions of all 24 atoms, in Å:
C (-0.84, 1.20, -0.85)  -1.0864
C (-1.80, -1.00, -0.86)  -0.1354
C (1.07, 0.10, 0.09)  1.0689
C (2.26, 0.37, 1.16)  -0.3742
N (0.13, 1.15, 0.17)  -0.4841
N (-2.02, 0.27, -0.71)  0.1147
N (0.39, -1.11, 0.35)  -0.5287
N (-2.87, 0.60, 0.38)  1.0568
N (0.80, -2.29, 0.05)  0.9442
O (-2.67, 1.67, 0.87)  -0.5928
O (0.03, -3.21, 0.25)  -0.6829
O (-3.71, -0.20, 0.69)  -0.5980
O (1.90, -2.41, -0.51)  -0.6747
O (1.72, 0.17, -1.16)  -0.6148
O (2.35, 1.72, 1.42)  -0.5536
H (-1.51, 2.10, -0.80)  0.3660
H (-0.44, 1.00, -1.90)  0.4601
H (-2.43, -1.79, -0.47)  0.2892
H (-1.35, -1.31, -1.81)  0.3115
H (3.14, -0.02, 0.57)  0.2209
H (2.17, -0.18, 2.15)  0.3046
H (-0.42, 1.38, 1.08)  0.3598
H (2.49, -0.36, -1.11)  0.3946
H (1.61, 2.14, 0.94)  0.4340

Computed properties:
* calculated total energy: -882.677270 a.u.
* frontier orbital gap (alpha / beta): 6.99 / 6.99 eV

# 7
Entry from OMol25: a 2-piece molecular cluster, C2O3 overall at a distorted geometry (ωB97M-V with the def2-TZVPD basis set).

Each line ends with the Mulliken charge.
Positions of all 5 atoms, in Å:
C (1.85, -0.27, -0.24)  0.7137
C (-2.48, 0.87, 0.54)  0.1418
O (-3.08, -0.06, 0.22)  -0.1415
O (1.24, -0.47, 0.69)  -0.3321
O (2.47, -0.07, -1.22)  -0.3820

Computed properties:
* calculated total energy: -301.962235 a.u.
* frontier orbital gap: 13.58 eV

# 8
Entry from OMol25: C29H21CoF5N6O2S3 as an isolated structure (ωB97M-V with the def2-TZVPD basis set).

Each line ends with the Mulliken charge.
Positions of all 67 atoms, in Å:
Co (0.00, -0.01, -0.01)  -0.3157
C (1.20, -1.53, 3.97)  -2.0277
C (0.85, -0.78, 2.72)  0.6052
N (0.09, -1.19, 1.78)  0.7472
N (-0.32, -2.50, 1.82)  -0.5288
C (-1.28, -2.97, 0.97)  0.3803
N (-1.35, -4.33, 0.97)  -0.4757
S (-2.28, -1.99, 0.11)  -0.3417
C (1.49, 0.53, 2.47)  0.9895
C (2.31, 1.13, 3.42)  -0.9093
C (2.93, 2.33, 3.10)  -0.7329
C (2.70, 2.89, 1.85)  -1.0264
C (1.86, 2.22, 0.97)  -0.4509
N (1.29, 1.06, 1.27)  0.8394
H (0.59, -2.42, 4.11)  0.4358
H (1.04, -0.89, 4.83)  0.4719
H (2.25, -1.82, 3.93)  0.4267
H (0.31, -3.15, 2.27)  0.2497
H (-0.56, -4.89, 1.24)  0.2055
H (-1.98, -4.72, 0.29)  0.2482
H (2.47, 0.67, 4.38)  0.4231
H (3.58, 2.82, 3.81)  0.4258
H (3.15, 3.82, 1.56)  0.4794
H (1.63, 2.63, 0.00)  0.7517
F (-2.52, 6.12, -2.77)  -0.3119
C (-2.29, 5.07, -1.99)  0.7728
C (-1.14, 4.32, -2.13)  -0.1467
F (-0.24, 4.65, -3.06)  -0.3149
C (-0.92, 3.23, -1.30)  -0.2052
F (0.23, 2.56, -1.51)  -0.4034
C (-1.81, 2.82, -0.31)  0.5152
S (-1.63, 1.44, 0.75)  -0.5537
C (-2.96, 3.61, -0.20)  0.2704
F (-3.89, 3.31, 0.71)  -0.3233
C (-3.21, 4.71, -1.01)  0.1927
F (-4.33, 5.42, -0.86)  -0.3005
O (2.94, -3.25, -0.64)  -0.7279
S (2.81, -1.87, -0.21)  1.0604
O (2.78, -1.66, 1.22)  -0.5797
N (1.56, -1.12, -0.88)  0.8833
C (1.45, -1.23, -2.28)  0.2442
C (2.33, -1.81, -3.16)  -0.5174
C (2.07, -1.82, -4.55)  -1.0177
C (0.94, -1.29, -5.08)  -0.8602
C (-0.01, -0.71, -4.21)  1.0181
C (-1.24, -0.17, -4.65)  -0.7446
C (-2.13, 0.33, -3.74)  -1.2296
C (-1.78, 0.33, -2.38)  -0.2597
N (-0.62, -0.12, -1.95)  0.5988
C (0.26, -0.67, -2.83)  -0.3904
C (4.26, -1.03, -0.80)  -0.0727
C (5.45, -1.73, -0.93)  -0.4361
C (6.60, -1.06, -1.32)  -0.6863
C (6.56, 0.30, -1.57)  -0.4213
C (5.37, 1.00, -1.45)  -0.7500
C (4.21, 0.34, -1.06)  0.1233
H (3.23, -2.29, -2.82)  0.4585
H (2.80, -2.29, -5.20)  0.4204
H (0.73, -1.32, -6.14)  0.4060
H (-1.47, -0.18, -5.71)  0.4267
H (-3.08, 0.73, -4.04)  0.4671
H (-2.46, 0.69, -1.63)  0.7112
H (5.45, -2.80, -0.74)  0.4560
H (7.53, -1.61, -1.42)  0.4049
H (7.46, 0.82, -1.88)  0.3942
H (5.33, 2.06, -1.67)  0.4449
H (3.27, 0.86, -0.99)  0.1142

Computed properties:
* 2S+1: 2
* calculated total energy: -4673.415129 a.u.
* expectation value of S²: 1.058
* frontier orbital gap (alpha / beta): 7.00 / 7.00 eV